The following is a DFT calculation (ωB97M-V/def2-TZVPD) of a 2-piece molecular cluster, C3H9NO3 overall.

CARTESIAN COORDINATES (ANGSTROEM)
1 O -1.9853 0.8485 1.6976
2 C -1.1882 0.8414 0.8251
3 N -0.6906 2.0843 0.4846
4 C 0.3479 2.4105 -0.4222
5 O -0.1076 2.2583 -1.6747
6 C -0.5768 -0.4336 0.2023
7 H -1.1678 2.9495 0.6874
8 H 1.0952 1.6326 -0.3556
9 H 0.6880 3.4762 -0.2098
10 H -0.5636 3.0220 -2.0829
11 H -1.3037 -1.2039 0.1375
12 H 0.1940 -0.6967 0.7511
13 H -0.0970 -0.2136 -0.7731
14 H 3.1621 -6.8479 -1.3249
15 H 2.2623 -6.1934 -0.4684
16 O 3.2264 -6.5348 -0.4460

Atomic forces in eV per Å
-2.488 -1.202 1.771
1.819 0.832 -0.925
0.842 1.077 -0.040
0.310 0.269 1.261
-0.814 0.478 -4.380
-2.375 3.291 -3.144
-0.864 -0.818 0.961
0.903 0.362 0.414
0.050 -1.459 -0.050
0.416 -0.538 0.750
-0.617 -0.547 -0.042
3.597 -1.580 3.213
-0.778 -0.166 0.212
0.916 -1.005 -1.750
2.175 -0.411 1.004
-3.092 1.416 0.746

Values from the calculation:
- molecular weight (g/mol) = 107.109
- lowest unoccupied orbital energy (eV) = 0.6
- SMILES string = CC(=O)NCO.O
- energy relative to the best compared isomer or geometry (same formula, charge and spin) (kJ/mol) = 201.5

Atom charges from the Mulliken analysis, given in e for atoms 1 to 2:
1. O -0.580
2. C 0.668